Record 1
The following is a quantum chemistry calculation of a cluster of 2 separate species, C4H6INS in total at a distorted geometry, from OMol25.

Calculated values
- relative energy (zero: lowest compared OMol25 entry of this formula, charge and spin) (kJ/mol) = 281.8
- F_max (eV/Å) = 4.62
- energy (eV) = -24667.537
- LUMO (eV) = -0.518
- Kohn-Sham gap (eV) = 7.7
- HOMO level (hartree) = -0.30293

ORCA input file:
```
! wB97M-V def2-TZVPD RIJCOSX def2/J DEFGRID3
* xyz 0 1
C 0.11 0.94 1.08
C -2.25 1.08 -0.11
C -0.20 -1.07 -0.34
C -0.24 0.39 -0.23
N 0.47 2.17 1.13
S -2.56 2.63 -0.05
I -3.46 -0.64 -0.11
H -0.35 0.32 1.90
H 0.92 -1.41 -0.63
H -0.46 -1.74 0.54
H -0.63 -1.57 -1.29
H 0.18 0.91 -1.04
H 0.82 2.65 2.00
*
```

=====

Record 2
The following is a quantum chemistry calculation of a structure of composition C4H6InO3 at a distorted geometry, from OMol25.

Calculated values
- relative energy (zero: lowest compared OMol25 entry of this formula, charge and spin) (kJ/mol) = 555.4
- F_max (eV/Å) = 6.89
- energy (eV) = -15550.975
- LUMO (spin up / spin down) (eV) = 0.145 / -1.038
- Kohn-Sham gap (spin up / spin down) (eV) = 8.5 / 7.5
- HOMO level (spin up / spin down) (hartree) = -0.30626 / -0.31254

ORCA input file:
```
! wB97M-V def2-TZVPD RIJCOSX def2/J DEFGRID3
* xyz 0 2
H -1.27 -0.45 -1.76
C -0.22 -0.57 -1.45
C 0.52 0.56 -1.05
H 0.80 -0.25 -2.29
H 1.58 0.44 -0.80
O -0.23 -1.80 -0.71
O 1.05 -2.15 -0.13
In 0.96 -3.48 -1.45
C -0.08 0.94 1.70
C -0.30 1.39 0.45
O -0.65 1.45 2.86
H 0.36 -0.05 1.86
H -1.27 1.81 0.15
H -1.25 2.16 2.63
*
```

=====

Record 3
The following is a quantum chemistry calculation of a cluster of 2 separate species, C4H6N in total at a distorted geometry, from OMol25.

Calculated values
- relative energy (zero: lowest compared OMol25 entry of this formula, charge and spin) (kJ/mol) = 263.5
- F_max (eV/Å) = 5.10
- energy (eV) = -5724.070
- LUMO (eV) = -4.642
- Kohn-Sham gap (eV) = 11.2
- HOMO level (hartree) = -0.58218

ORCA input file:
```
! wB97M-V def2-TZVPD RIJCOSX def2/J DEFGRID3
* xyz 1 1
C 3.13 -0.35 -0.20
C -0.24 1.30 0.11
C -1.08 0.41 0.10
C -1.98 -0.71 -0.07
N 2.16 0.24 0.06
H 4.01 -0.87 -0.27
H 0.13 2.31 0.35
H 0.80 0.60 0.06
H -2.22 -1.04 0.89
H -3.04 -0.38 -0.21
H -1.67 -1.50 -0.81
*
```

=====

Record 4
The following is a quantum chemistry calculation of a structure of composition C4H6N at a distorted geometry, from OMol25.

Calculated values
- relative energy (zero: lowest compared OMol25 entry of this formula, charge and spin) (kJ/mol) = 259.6
- F_max (eV/Å) = 4.69
- energy (eV) = -5724.110
- LUMO (eV) = -5.037
- Kohn-Sham gap (eV) = 8.9
- HOMO level (hartree) = -0.51218

ORCA input file:
```
! wB97M-V def2-TZVPD RIJCOSX def2/J DEFGRID3
* xyz 1 1
C -0.98 -0.62 2.24
C 0.49 -0.38 -1.06
C -0.14 0.87 -1.28
C 0.49 0.08 0.43
N -0.39 -0.27 1.31
H -1.56 -1.15 2.92
H 0.01 -1.30 -1.38
H 1.49 -0.39 -1.23
H 0.35 1.84 -1.34
H -1.19 0.89 -1.42
H 1.44 0.45 0.82
*
```